Here is a structure of composition C47H43GeMnN11O13S from OMol25. Energies are from ωB97M-V/def2-TZVPD.

Calculated values
- Energy: -191115.16319 eV
- HOMO-LUMO gap (alpha / beta): 5.04 / 4.47 eV
- Lowest unoccupied orbital energy (alpha / beta): 2.839 / 2.839 eV
- Spin multiplicity: 2
- F_max: 0.0179 Eh/bohr
- Total charge: -2
- Energy above the lowest of the compared OMol25 structures with the same formula, charge and spin: 24.48 kcal/mol

CARTESIAN COORDINATES (ANGSTROEM)
Mn1 0.387 -0.189 -1.640
O1 4.413 -0.111 -1.591
C1 3.207 0.076 -1.616
O2 2.302 -0.831 -1.752
C2 2.613 1.526 -1.495
O3 3.345 2.508 -1.417
O4 1.331 1.556 -1.499
N1 -3.467 -3.199 0.144
N2 -2.800 -2.612 -0.926
N3 -3.422 -2.026 -1.933
C3 -2.389 -1.563 -2.618
N4 -1.211 -1.862 -2.037
N5 -1.501 -2.543 -0.961
H1 -3.697 -4.151 -0.124
H2 -2.775 -3.240 0.889
H3 -2.465 -0.975 -3.518
C4 2.721 -5.978 -3.572
N6 2.242 -5.382 -2.357
C5 1.683 -6.130 -1.259
C6 1.037 -5.001 -0.425
O5 0.512 -5.206 0.656
N7 1.119 -3.833 -1.117
C7 1.823 -4.083 -2.211
N8 2.129 -3.138 -3.096
H4 3.275 -6.886 -3.332
H5 3.412 -5.309 -4.086
H6 1.913 -6.239 -4.267
H7 2.443 -6.664 -0.685
H8 0.909 -6.838 -1.577
H9 2.148 -2.178 -2.684
H10 2.828 -3.340 -3.791
O6 -0.757 0.510 2.101
C8 -0.381 -0.493 1.452
O7 0.153 -0.497 0.319
C9 -0.473 -1.830 2.184
C10 0.460 -1.791 3.398
Ge1 0.456 -0.111 4.421
C11 -1.294 0.497 5.059
C12 -1.741 1.786 4.776
C13 -2.975 2.228 5.228
C14 -3.800 1.378 5.955
C15 -3.378 0.085 6.228
C16 -2.131 -0.344 5.788
C17 1.411 -0.632 6.100
C18 2.695 -1.177 5.996
C19 3.422 -1.546 7.119
C20 2.881 -1.371 8.387
C21 1.614 -0.825 8.515
C22 0.892 -0.461 7.383
C23 1.563 1.368 3.780
C24 1.855 2.402 4.671
C25 2.625 3.489 4.276
C26 3.123 3.548 2.982
C27 2.854 2.521 2.086
C28 2.077 1.441 2.485
H11 -0.201 -2.646 1.513
H12 -1.507 -1.944 2.531
H13 1.490 -1.959 3.069
H14 0.230 -2.592 4.106
H15 -1.120 2.439 4.172
H16 -3.304 3.235 4.999
H17 -4.770 1.719 6.297
H18 -4.019 -0.590 6.784
H19 -1.811 -1.357 6.016
H20 3.143 -1.308 5.016
H21 4.416 -1.965 7.005
H22 3.447 -1.655 9.266
H23 1.184 -0.676 9.500
H24 -0.095 -0.029 7.507
H25 1.478 2.360 5.689
H26 2.834 4.288 4.979
H27 3.717 4.397 2.664
H28 3.230 2.573 1.070
H29 1.854 0.671 1.757
N9 -1.414 0.890 -1.604
S1 -1.266 2.086 -0.563
C29 -2.854 2.251 0.269
C30 -3.873 1.362 -0.021
C31 -5.057 1.425 0.704
C32 -5.207 2.363 1.714
C33 -4.168 3.239 2.008
C34 -2.985 3.179 1.293
C35 -1.283 3.630 -1.479
C36 -0.060 4.270 -1.642
C37 -0.008 5.436 -2.395
C38 -1.159 5.946 -2.979
C39 -2.374 5.291 -2.818
C40 -2.439 4.129 -2.066
H30 -1.772 1.199 -2.507
H31 -3.715 0.620 -0.794
H32 -5.855 0.725 0.487
H33 -6.124 2.400 2.291
H34 -4.274 3.952 2.816
H35 -2.155 3.834 1.536
H36 0.838 3.823 -1.230
H37 0.943 5.932 -2.534
H38 -1.109 6.852 -3.571
H39 -3.270 5.683 -3.283
H40 -3.381 3.612 -1.932
O8 -1.263 0.782 -4.615
C41 -0.159 0.213 -4.632
O9 0.524 -0.273 -3.703
C42 0.479 -0.017 -6.005
C43 -0.070 0.544 -7.148
C44 0.522 0.283 -8.374
C45 1.626 -0.535 -8.516
C46 2.131 -1.090 -7.355
C47 1.596 -0.836 -6.106
N10 3.276 -2.014 -7.471
O10 3.827 -2.100 -8.553
O11 3.588 -2.657 -6.492
N11 -0.053 0.881 -9.593
O12 -1.023 1.599 -9.472
O13 0.476 0.620 -10.659
H41 -0.947 1.168 -7.058
H42 2.064 -0.737 -9.479
H43 2.016 -1.255 -5.202

These are the Mulliken partial charges, in e, on atoms 1 to 2: 1.05, -0.79